This record from the Open Molecules 2025 dataset describes C19H30BF4N4OS3V as an isolated structure. The level of theory is ωB97M-V with the def2-TZVPD basis set.

Last column: Mulliken charge in e.
Geometry (Å):
1 V 13.67458 8.67853 9.53488  1.230
2 C 15.73053 10.88541 8.40165  -0.876
3 C 16.85735 9.90395 8.75382  -0.904
4 S 16.30671 8.38738 9.62643  0.009
5 C 16.98449 7.04733 8.62300  -0.853
6 C 16.73160 7.04342 7.09482  -0.736
7 S 15.00782 6.79141 6.59561  -0.139
8 C 14.61988 8.22766 5.54318  -0.831
9 C 15.04458 9.64127 5.97482  -0.843
10 S 14.31873 10.27638 7.48305  0.031
11 H 16.15309 11.73518 7.86221  0.624
12 H 15.27590 11.26495 9.31698  0.249
13 H 17.49390 10.43520 9.42383  0.572
14 H 17.45446 9.64200 7.87852  0.515
15 H 16.51065 6.15555 9.04023  0.434
16 H 18.05112 6.98124 8.82208  0.494
17 H 17.32598 6.21940 6.70563  0.550
18 H 17.07023 7.96766 6.66322  0.322
19 H 13.53109 8.20036 5.50674  0.337
20 H 15.01432 8.04864 4.53995  0.533
21 H 14.75031 10.28208 5.14772  0.512
22 H 16.12599 9.71669 6.07269  0.473
23 C 8.91356 7.14258 6.89092  -0.925
24 C 8.25555 8.08864 7.89307  -0.717
25 N 7.88231 9.34466 7.23527  0.184
26 C 6.63998 9.31332 6.41413  -0.796
27 C 6.91792 9.43656 4.90754  -1.069
28 C 8.33761 10.57826 7.55085  0.351
29 O 7.79642 11.57597 7.08509  -0.646
30 C 9.51292 10.78931 8.52618  0.227
31 C 9.40883 11.93465 9.31509  -0.456
32 C 10.38894 12.21665 10.23843  -1.039
33 C 11.47489 11.34137 10.35615  -0.543
34 N 11.63878 10.25784 9.59289  0.737
35 C 10.65638 10.01885 8.68703  -0.856
36 H 9.18185 6.18900 7.38162  0.340
37 H 9.81186 7.60280 6.47879  0.200
38 H 8.22882 6.88377 6.08214  0.416
39 H 8.90575 8.26632 8.73940  0.331
40 H 7.34417 7.62106 8.27540  0.335
41 H 6.05086 10.18082 6.69014  0.451
42 H 6.10198 8.39044 6.67551  0.382
43 H 7.43536 10.37195 4.73929  0.306
44 H 5.97480 9.46912 4.36407  0.387
45 H 7.44877 8.59123 4.47057  0.271
46 H 8.53795 12.57058 9.21030  0.512
47 H 10.33677 13.09044 10.83477  0.491
48 H 12.22525 11.46859 11.11115  0.434
49 H 10.81399 9.13801 8.06774  0.722
50 F 14.35714 9.17830 13.43326  -0.249
51 B 13.79394 9.02272 12.21965  0.525
52 F 13.97866 7.77165 11.56084  -0.420
53 F 14.43685 9.89259 11.24492  -0.336
54 F 12.41954 9.21235 12.16239  -0.343
55 N 12.42821 5.86852 8.62156  -0.074
56 C 11.51666 4.97186 9.02887  -0.143
57 C 10.68407 5.58582 9.92689  -1.202
58 C 11.16292 6.89630 10.03833  -0.342
59 N 12.21827 7.05461 9.23975  0.451
60 H 13.12452 5.76425 7.89877  -0.063
61 H 11.53556 3.96082 8.66532  0.515
62 H 9.92399 5.06509 10.48979  0.414
63 H 10.82252 7.68901 10.70159  0.532

Its gap between HOMO and LUMO (spin up / spin down) is 9.358 / 9.163 eV. As for the spin multiplicity: 4. For the lowest unoccupied orbital energy (spin up / spin down), the calculation gives -2.27 / -2.47 eV. As for the relative energy (zero: lowest compared OMol25 entry of this formula, charge and spin): 24.96 kJ/mol. As for the total charge: +1.

=====

This record from the Open Molecules 2025 dataset describes the molecule C2HBrF2S. The level of theory is ωB97M-V with the def2-TZVPD basis set.

Last column: Mulliken charge in e.
Geometry (Å):
1 C 0.22335 -0.69786 -1.06891  -0.029
2 C 1.26232 -1.33388 -0.19266  0.422
3 F -0.40863 -1.72372 -2.00913  -0.297
4 F 1.77518 -2.40164 -0.74732  -0.221
5 S -0.13828 -0.81209 0.61845  -0.084
6 Br 2.44900 0.00933 0.44469  -0.105
7 H 0.48461 0.25839 -1.60567  0.314

Its gap between HOMO and LUMO is 9.847 eV. For the lowest unoccupied orbital energy, the calculation gives 0.26 eV. As for the relative energy (zero: lowest compared OMol25 entry of this formula, charge and spin): 184.97 kJ/mol.

=====

This record from the Open Molecules 2025 dataset describes the molecule C11H14N2O4S. The level of theory is ωB97M-V with the def2-TZVPD basis set.

Last column: Mulliken charge in e.
Geometry (Å):
1 C -5.85880 -0.52019 -0.60143  -1.093
2 C -5.17654 0.37993 0.41824  -0.233
3 H -5.09967 -0.13318 1.38207  0.327
4 H -5.71571 1.32179 0.53878  0.284
5 O -3.86687 0.76102 -0.00634  -0.419
6 C -2.88932 -0.15225 0.20965  0.469
7 O -3.03330 -1.21224 0.74586  -0.564
8 N -1.71668 0.36409 -0.27778  -0.138
9 N -0.57548 -0.33281 -0.20271  -0.506
10 C 0.53794 0.10328 -0.65566  0.670
11 C 1.66890 -0.76773 -0.45940  0.606
12 C 2.98495 -0.61265 -0.81732  -0.456
13 C 3.78776 -1.69932 -0.42635  -0.652
14 C 3.07941 -2.66623 0.21826  -0.415
15 S 1.41524 -2.27444 0.36715  -0.095
16 H 3.44355 -3.59300 0.61551  0.429
17 H 4.84428 -1.75580 -0.61821  0.409
18 H 3.38058 0.24659 -1.32785  0.346
19 C 0.74434 1.44436 -1.32634  -1.389
20 H 1.61634 1.40449 -1.97777  0.435
21 H -0.12288 1.68788 -1.94617  0.498
22 C 0.94662 2.55531 -0.27856  -0.162
23 C 2.24134 2.31140 0.46027  0.309
24 O 3.33798 2.52538 0.01982  -0.558
25 O 2.03118 1.80007 1.67450  -0.441
26 H 2.87052 1.60862 2.12239  0.352
27 H 0.12755 2.56328 0.44083  0.316
28 H 1.01156 3.52023 -0.78344  0.420
29 H -1.76633 1.28552 -0.70955  0.281
30 H -6.87038 -0.73971 -0.27258  0.360
31 H -5.30837 -1.45280 -0.69583  0.315
32 H -5.89831 -0.03071 -1.57173  0.296

Its gap between HOMO and LUMO is 8.517 eV. For the lowest unoccupied orbital energy, the calculation gives 0.38 eV. As for the relative energy (zero: lowest compared OMol25 entry of this formula, charge and spin): 82.13 kJ/mol.